1.
# C21H15AuBrN3O6

C21H15AuBrN3O6 as an isolated structure (wB97M-V/def2-TZVPD, the Open Molecules 2025 dataset).

**Total charge**: +2
**DFT total energy**: -112489.16003 eV
**2S+1**: 3

XYZ file:
```
47
Properties=species:S:1:pos:R:3:lowdin_spin:R:1
Au 0.0678 -1.6047 0.0154 0.514
C 3.2844 -2.1717 0.0910 0.001
O 2.2845 -1.1266 0.1436 0.030
C 2.6816 0.1803 0.0338 0.003
C 4.0148 0.5618 -0.0108 0.049
C 4.3437 1.9073 -0.1142 -0.003
Br 6.1598 2.4032 -0.2133 -0.005
C 3.3636 2.8752 -0.1352 0.043
C 2.0120 2.5066 -0.0712 0.011
C 1.6816 1.1457 -0.0398 0.030
O 0.3531 0.7117 -0.0750 0.035
C 1.0485 3.5910 -0.0158 0.124
N 1.4419 4.8653 -0.1894 0.101
C 0.3595 5.6251 -0.0462 0.136
C 0.2233 7.0385 -0.1336 0.115
C -1.0359 7.5568 -0.0290 0.016
C -2.1550 6.7173 0.1687 0.243
C -2.0468 5.3184 0.2685 0.030
C -0.7858 4.7963 0.2058 0.094
N -0.2927 3.5023 0.2104 0.004
H 3.9749 -2.0744 0.9269 0.000
H 3.8176 -2.1368 -0.8582 0.000
H 2.7428 -3.1089 0.1748 0.000
H 4.8055 -0.1731 0.0130 0.002
H 3.6123 3.9238 -0.1925 0.001
H -0.0898 1.0731 -0.8564 0.001
H 1.1004 7.6616 -0.2449 0.003
H -1.1839 8.6262 -0.0811 -0.002
H -3.1368 7.1652 0.2508 0.010
H -2.9279 4.6971 0.3591 -0.001
H -0.8036 2.7030 0.5460 -0.001
O -2.0446 -1.6509 -0.1303 0.150
C -2.7124 -2.7120 -0.1232 0.010
C -2.3039 -4.0597 -0.0457 0.008
C -3.3237 -5.0400 -0.0509 -0.002
C -3.0122 -6.3592 0.0127 -0.001
C -1.6731 -6.7807 0.0801 -0.001
C -0.6658 -5.8612 0.0859 0.014
C -0.9302 -4.4665 0.0306 0.020
O 0.0984 -3.6795 0.0489 0.204
N -4.0981 -7.3604 0.0088 0.000
O -5.2343 -6.9378 -0.0511 0.000
O -3.7624 -8.5227 0.0661 0.000
H -3.7985 -2.5721 -0.1922 0.012
H -4.3669 -4.7552 -0.1037 0.001
H -1.4601 -7.8399 0.1284 0.000
H 0.3724 -6.1585 0.1343 0.000
```

2.
# C50H96NO10PS

A 11-piece molecular cluster, C50H96NO10PS overall in a non-equilibrium geometry (wB97M-V/def2-TZVPD, the Open Molecules 2025 dataset).

**SMILES string**: [H]/N=C/C[PH2](S)Cc1ccccc1C.C1CCOC1.C1CCOC1.C1CCOC1.C1CCOC1.C1CCOC1.C1CCOC1.C1CCOC1.C1CCOC1.C1CCOC1.C1CCOC1
**DFT total energy**: -95488.77684 eV

XYZ file:
```
159
Properties=species:S:1:pos:R:3:mulliken_charge:R:1
H -3.8046 -5.7716 2.2898 0.269
N -2.9128 -5.3662 1.9656 -0.669
C -2.4071 -6.2639 1.1932 -0.335
C -1.0210 -5.9288 0.5540 -0.459
P -1.1088 -5.7611 -1.3597 0.312
S -1.1286 -5.8605 -3.5756 -0.446
C -0.2704 -4.0769 -1.3588 -1.024
C -1.2440 -2.8616 -1.2999 1.106
C -2.4908 -2.7394 -2.0558 -0.578
C -3.3546 -1.5488 -1.9951 -0.941
C -3.0026 -0.4007 -1.1597 -0.671
C -1.7696 -0.5187 -0.3519 -0.447
C -0.9107 -1.7180 -0.4166 0.998
C 0.3598 -1.6856 0.5054 -0.584
H -2.8982 -7.2463 0.9667 0.500
H -0.5777 -5.0403 1.0694 -0.019
H -0.3393 -6.8037 0.7952 0.456
H -0.3156 -6.9609 -1.4376 0.091
H -2.5325 -5.9516 -1.3328 0.095
H -1.7125 -4.7258 -4.0743 0.149
H 0.3160 -4.0076 -2.3199 0.576
H 0.4957 -4.0048 -0.5381 0.249
H -2.8417 -3.5604 -2.7189 0.047
H -4.2801 -1.5103 -2.6251 0.391
H -3.6347 0.5208 -1.1300 0.456
H -1.4546 0.3493 0.3171 -0.026
H 0.1630 -1.0191 1.3927 0.267
H 0.5408 -2.7071 0.9386 -0.051
H 1.2290 -1.2839 -0.0734 0.291
C 1.3021 3.0583 2.2784 0.258
C 0.5016 4.3406 2.1472 -0.817
C -0.4146 4.0180 0.9815 -0.413
O -0.6526 2.5978 1.0174 -0.394
C 0.2656 2.0030 1.9436 -0.131
H 1.7484 2.9177 3.2632 0.125
H 2.1039 3.0443 1.5335 -0.079
H -0.0894 4.5036 3.0538 0.294
H 1.1138 5.2266 1.9762 0.373
H 0.0616 4.2504 0.0227 0.177
H -1.3693 4.5453 1.0354 0.359
H -0.3005 1.7075 2.8345 0.208
H 0.7060 1.1088 1.4981 -0.020
C -1.1154 2.6506 -2.7448 -0.319
C -2.2804 3.5544 -2.3850 -0.175
C -2.6799 4.1101 -3.7368 -0.045
O -2.3676 3.1017 -4.7098 -0.501
C -1.5579 2.0934 -4.0853 -0.486
H -0.9150 1.8736 -2.0063 0.216
H -0.2054 3.2466 -2.8697 0.320
H -3.1002 2.9596 -1.9707 0.058
H -2.0249 4.3311 -1.6633 0.364
H -2.1003 5.0076 -3.9862 -0.224
H -3.7420 4.3554 -3.7906 0.276
H -2.1768 1.1983 -3.9569 0.192
H -0.7161 1.8446 -4.7356 0.311
C 4.0260 0.0126 6.1580 -0.375
C 2.6667 0.2725 6.7768 -0.569
C 2.3819 1.6942 6.3253 -0.465
O 3.0356 1.8634 5.0603 -0.305
C 3.9185 0.7538 4.8404 -0.249
H 4.2559 -1.0454 6.0320 0.156
H 4.8081 0.4619 6.7781 0.297
H 1.9275 -0.4108 6.3473 0.219
H 2.6473 0.1577 7.8611 0.383
H 2.8032 2.4265 7.0224 0.273
H 1.3138 1.8932 6.2157 0.257
H 3.4745 0.1201 4.0652 0.090
H 4.8836 1.1176 4.4821 0.292
C 2.5862 -4.8794 3.3758 0.373
C 2.0163 -4.7553 4.7756 -0.675
C 3.0481 -3.8739 5.4572 -0.390
O 3.6000 -3.0221 4.4441 -0.372
C 3.1851 -3.5026 3.1571 -0.193
H 1.8444 -5.1457 2.6216 0.060
H 3.3756 -5.6363 3.3615 -0.231
H 1.0509 -4.2415 4.7389 0.281
H 1.8738 -5.7118 5.2795 0.361
H 3.8659 -4.4699 5.8771 0.291
H 2.6175 -3.2637 6.2544 0.264
H 2.4393 -2.8033 2.7621 -0.060
H 4.0401 -3.5194 2.4785 0.314
C -7.4081 2.4609 -5.0976 -0.575
C -6.4478 1.2866 -5.1355 -0.600
C -5.2159 1.8674 -4.4644 0.331
O -5.6815 2.8451 -3.5214 -0.370
C -7.0709 3.0996 -3.7618 -0.502
H -8.4570 2.1739 -5.1790 0.378
H -7.1789 3.1542 -5.9123 0.261
H -6.8469 0.4616 -4.5371 0.265
H -6.2486 0.9130 -6.1403 0.386
H -4.5725 2.3766 -5.1857 0.127
H -4.6242 1.1097 -3.9453 -0.251
H -7.6426 2.6412 -2.9474 0.262
H -7.2537 4.1759 -3.7518 0.264
C -3.8030 -9.3791 4.8662 -0.604
C -5.1650 -9.1107 5.4789 -0.550
C -5.4572 -7.7026 4.9903 -0.449
O -4.8052 -7.5629 3.7209 -0.365
C -3.9175 -8.6709 3.5291 -0.241
H -3.5656 -10.4387 4.7678 0.362
H -3.0234 -8.9091 5.4729 0.277
H -5.9004 -9.8089 5.0687 0.257
H -5.1832 -9.1966 6.5656 0.334
H -5.0387 -6.9512 5.6680 0.280
H -6.5256 -7.5109 4.8762 0.265
H -4.3586 -9.3263 2.7697 0.258
H -2.9552 -8.3103 3.1613 0.195
C 6.3117 4.0909 1.7537 -0.656
C 6.6940 4.9769 0.5828 -0.563
C 5.4390 4.9273 -0.2713 -0.450
O 4.3353 4.7533 0.6261 -0.374
C 4.8398 4.4182 1.9255 0.300
H 6.8969 4.2758 2.6549 0.378
H 6.4313 3.0387 1.4781 0.285
H 6.8681 5.9989 0.9322 0.261
H 7.5850 4.6427 0.0504 0.343
H 5.4560 4.0710 -0.9541 0.281
H 5.2941 5.8366 -0.8579 0.261
H 4.7004 5.2899 2.5742 0.201
H 4.2691 3.5838 2.3368 -0.251
C 7.5562 -7.4970 3.5462 -0.560
C 7.9460 -6.6040 2.3842 -0.524
C 6.6937 -6.6399 1.5270 -0.413
O 5.5853 -6.8157 2.4197 -0.392
C 6.0854 -7.1634 3.7177 -0.323
H 8.1403 -7.3225 4.4501 0.327
H 7.6709 -8.5473 3.2623 0.263
H 8.1247 -5.5859 2.7426 0.266
H 8.8364 -6.9386 1.8514 0.331
H 6.7081 -7.4905 0.8373 0.252
H 6.5555 -5.7249 0.9477 0.262
H 5.9493 -6.2961 4.3739 0.165
H 5.5091 -7.9984 4.1208 0.329
C -2.9267 9.1739 -5.1884 -0.454
C -3.6343 7.8556 -4.9394 -0.110
C -3.7251 7.8302 -3.4245 -0.208
O -3.8152 9.1933 -2.9921 -0.453
C -3.5108 10.0535 -4.0971 -0.536
H -3.0850 9.5759 -6.1895 0.390
H -1.8501 9.0523 -5.0351 0.170
H -4.6380 7.8851 -5.3738 0.309
H -3.1114 6.9910 -5.3491 -0.059
H -2.8234 7.3948 -2.9793 0.156
H -4.5935 7.2739 -3.0660 0.243
H -4.4445 10.5242 -4.4241 0.281
H -2.8218 10.8360 -3.7737 0.290
C 1.4234 4.5280 -6.6820 -0.673
C 0.0580 4.7711 -6.0674 0.539
C -0.2618 6.1713 -6.5588 -0.164
O 0.3842 6.3215 -7.8290 -0.455
C 1.2931 5.2306 -8.0216 -0.498
H 1.6809 3.4726 -6.7780 0.349
H 2.1952 5.0146 -6.0776 0.313
H -0.6644 4.0586 -6.4736 0.031
H 0.0437 4.6873 -4.9805 -0.178
H 0.1440 6.9329 -5.8829 0.151
H -1.3344 6.3420 -6.6708 0.025
H 0.8638 4.5651 -8.7785 0.260
H 2.2473 5.6095 -8.3927 0.329
```

3.
# C3H5ClN2O2

C3H5ClN2O2 in the gas phase in a non-equilibrium geometry (wB97M-V/def2-TZVPD, the Open Molecules 2025 dataset).

**DFT total energy**: -22781.43786 eV
**Relative energy (zero: lowest compared OMol25 entry of this formula, charge and spin)**: 337.8 kJ/mol
**2S+1**: 3

XYZ file:
```
13
Properties=species:S:1:pos:R:3:lowdin_spin:R:1
C 1.2856 -0.8161 0.5814 0.731
C 0.7635 0.3509 0.1734 0.708
C -0.6270 0.5787 -0.3693 0.045
N 0.5154 -2.0630 0.3521 0.061
N -1.3525 1.6531 0.1820 0.023
O -0.5050 -2.2088 0.9461 0.113
O 0.9474 -2.8161 -0.4367 0.106
Cl -0.1885 0.8366 -2.2077 0.154
H 2.3123 -0.6889 0.8380 0.033
H 1.4671 1.1823 0.2071 0.024
H -1.3458 -0.2583 -0.2438 -0.001
H -2.3762 1.6804 -0.2256 0.003
H -0.8963 2.5694 0.2029 0.000
```

Q: DFT total energy of number 1 (C21H15AuBrN3O6)?
A: -112489.16003 eV